(1)
ORCA calculation (wB97M-V/def2-TZVPD) on 4 unconnected molecules or ions with the total composition C2H13NO3 at a distorted geometry.

The strongest force on any atom is 2.6 eV/Å. The HOMO energy comes out at -9.96 eV. As for the SMILES: CCN.O.O.O. As for the energy above the lowest of the compared OMol25 structures with the same formula, charge and spin: 110.3 kJ/mol. The molar mass is 99.13 g/mol. For the electronic energy, the calculation gives -364.4455 a.u. Its total charge is 0.

Each line ends with the Löwdin charge.
Element x y z (Å)
C: 0.014 2.288 -1.928  -0.09
C: -0.990 1.443 -1.087  -0.32
N: -0.485 0.226 -0.425  -0.03
H: -0.202 3.368 -1.808  0.07
H: 0.986 1.921 -1.666  0.06
H: -0.315 2.230 -2.969  0.06
H: -1.292 2.012 -0.198  0.09
H: -1.948 1.427 -1.608  0.10
H: -1.115 -0.542 -0.698  0.09
H: 0.384 -0.140 -0.838  0.07
H: -1.223 -1.989 2.169  0.04
H: 0.086 -2.054 2.800  0.02
O: -0.486 -2.602 2.251  -0.06
H: 1.431 -1.936 0.468  -0.01
H: 0.649 -3.271 0.355  0.01
O: 1.159 -2.631 -0.142  -0.07
H: 0.545 0.136 1.204  0.01
H: 1.572 0.401 2.344  0.04
O: 1.228 -0.286 1.775  -0.08

---

(2)
ORCA calculation (wB97M-V/def2-TZVPD) on 4 unconnected molecules or ions with the total composition C2H13NO3 at a distorted geometry.

The strongest force on any atom is 2.3 eV/Å. The HOMO energy comes out at -9.22 eV. As for the SMILES: CCN.O.O.O. As for the energy above the lowest of the compared OMol25 structures with the same formula, charge and spin: 86.4 kJ/mol. The molar mass is 99.13 g/mol. For the electronic energy, the calculation gives -364.4546 a.u. Its total charge is 0.

Each line ends with the Löwdin charge.
Element x y z (Å)
C: 0.754 2.186 2.091  -0.13
C: 0.103 0.828 1.845  -0.34
N: -0.296 0.571 0.478  -0.02
H: 0.129 2.981 2.501  0.06
H: 1.505 2.220 2.896  0.07
H: 1.285 2.578 1.203  0.08
H: 0.882 0.127 2.189  0.11
H: -0.675 0.827 2.632  0.10
H: -0.931 -0.208 0.235  0.05
H: -0.744 1.440 0.192  0.09
H: -2.389 -2.328 -0.151  0.05
H: -0.993 -2.051 -0.705  0.00
O: -1.532 -1.971 0.109  -0.08
H: 0.980 0.323 -0.746  0.01
H: 2.349 0.412 -1.345  0.03
O: 1.441 0.615 -1.605  -0.13
H: -1.016 -1.724 -2.930  0.07
H: 0.431 -1.263 -2.668  0.05
O: -0.291 -1.791 -2.288  -0.06

---

(3)
ORCA calculation (wB97M-V/def2-TZVPD) on 4 unconnected molecules or ions with the total composition C2H13NO3 at a distorted geometry.

The strongest force on any atom is 1.4 eV/Å. The HOMO energy comes out at -10.21 eV. As for the SMILES: CCN.O.O.O. As for the energy above the lowest of the compared OMol25 structures with the same formula, charge and spin: 41.2 kJ/mol. The molar mass is 99.13 g/mol. For the electronic energy, the calculation gives -364.4719 a.u. Its total charge is 0.

Each line ends with the Löwdin charge.
Element x y z (Å)
C: 0.434 -1.878 0.265  -0.10
C: 0.897 -0.760 -0.638  -0.30
N: 1.773 0.205 0.099  -0.04
H: 1.254 -2.490 0.615  0.06
H: -0.279 -2.515 -0.251  0.08
H: 0.009 -1.411 1.156  0.07
H: 0.052 -0.181 -1.015  0.08
H: 1.485 -1.132 -1.487  0.11
H: 2.527 0.524 -0.514  0.09
H: 2.319 -0.363 0.764  0.09
H: -2.509 0.404 -2.153  0.03
H: -2.475 -0.240 -0.754  -0.01
O: -2.553 -0.440 -1.696  -0.08
H: 0.961 3.216 0.760  0.04
H: 1.029 1.664 0.614  -0.01
O: 0.526 2.412 1.061  -0.11
H: -2.474 0.737 1.446  0.06
H: -1.087 1.345 1.030  0.01
O: -1.888 0.903 0.697  -0.07

---

(4)
ORCA calculation (wB97M-V/def2-TZVPD) on 5 unconnected molecules or ions with the total composition C2H13NO4 at a distorted geometry.

The strongest force on any atom is 3.6 eV/Å. The HOMO energy comes out at -10.01 eV. As for the SMILES: C=NC.O.O.O.O. As for the energy above the lowest of the compared OMol25 structures with the same formula, charge and spin: 208.1 kJ/mol. The molar mass is 115.13 g/mol. For the electronic energy, the calculation gives -439.6435 a.u. Its total charge is 0.

Each line ends with the Löwdin charge.
Element x y z (Å)
C: -1.329 -0.758 1.703  -0.12
C: -1.793 -1.347 -0.539  -0.07
N: -2.089 -0.619 0.450  -0.12
H: -1.124 0.193 2.249  0.07
H: -1.868 -1.403 2.366  0.06
H: -0.265 -1.091 1.339  0.11
H: -2.424 -1.302 -1.397  0.05
H: -0.877 -1.998 -0.829  0.11
H: 3.279 1.814 -0.314  0.02
H: 2.593 2.927 -1.133  0.05
O: 3.494 2.652 -0.776  -0.12
H: -0.043 2.092 0.156  0.03
H: 0.789 2.007 1.419  0.06
O: 0.876 1.817 0.453  -0.10
H: 2.382 -4.408 -1.537  0.02
H: 2.794 -2.972 -1.298  0.06
O: 2.309 -3.731 -0.864  -0.09
H: -2.200 1.193 -0.261  -0.01
H: -2.393 2.783 -0.912  0.03
O: -2.111 2.150 -0.273  -0.06

---

(5)
ORCA calculation (wB97M-V/def2-TZVPD) on 4 unconnected molecules or ions with the total composition C2H13NO4 at a distorted geometry.

The strongest force on any atom is 2.6 eV/Å. The HOMO energy comes out at -9.98 eV. As for the SMILES: CNCO.O.O.O. As for the energy above the lowest of the compared OMol25 structures with the same formula, charge and spin: 133.6 kJ/mol. The molar mass is 115.13 g/mol. For the electronic energy, the calculation gives -439.6719 a.u. Its total charge is 0.

Each line ends with the Löwdin charge.
Element x y z (Å)
C: 0.772 1.557 -0.691  -0.08
N: 0.681 1.181 -2.162  -0.10
C: -0.332 0.225 -2.497  -0.28
O: 0.115 -1.128 -2.120  -0.10
H: -0.241 1.433 -0.291  0.08
H: 1.179 2.564 -0.704  0.08
H: 1.435 0.857 -0.192  0.07
H: 0.326 2.047 -2.569  0.10
H: -1.370 0.278 -2.132  0.13
H: -0.435 0.123 -3.584  0.12
H: 1.069 -1.066 -2.182  0.09
H: 1.749 -1.678 3.499  0.02
H: 0.861 -2.407 2.457  0.01
O: 0.904 -2.087 3.364  -0.06
H: -0.163 -1.116 -0.427  -0.02
H: -0.802 -1.922 0.838  0.04
O: -0.102 -1.348 0.526  -0.08
H: -1.178 0.842 2.579  0.02
H: -2.364 0.995 3.577  0.04
O: -2.104 0.649 2.711  -0.06

---

(6)
ORCA calculation (wB97M-V/def2-TZVPD) on 5 unconnected molecules or ions with the total composition C2H13O5 at a distorted geometry.

The strongest force on any atom is 2.0 eV/Å. The HOMO energy comes out at -5.46 eV. As for the energy above the lowest of the compared OMol25 structures with the same formula, charge and spin: 34.8 kJ/mol. The molar mass is 117.12 g/mol. For the electronic energy, the calculation gives -460.2400 a.u. Its total charge is -1.

Each line ends with the Löwdin charge.
Element x y z (Å)
C: -0.675 0.209 2.159  -0.35
O: -0.272 -0.984 2.831  -0.14
C: 0.462 1.177 1.961  -0.10
H: -1.361 0.562 2.940  0.10
H: -1.094 0.032 1.140  0.11
H: -0.001 2.227 1.989  0.09
H: 0.882 1.124 0.965  0.04
H: 1.161 0.982 2.778  0.07
H: -0.019 -0.791 -4.323  0.00
H: -0.232 -0.594 -2.826  -0.03
O: -0.731 -0.798 -3.672  -0.14
H: 0.050 1.421 -1.451  -0.03
H: -0.003 2.145 -2.735  0.00
O: -0.226 2.312 -1.812  -0.14
H: 0.321 -1.493 -0.198  0.00
H: 1.322 -0.243 -1.316  -0.03
O: 0.358 -0.274 -1.288  -0.39
H: -0.144 -1.700 2.170  0.03
H: -0.074 -3.079 0.192  0.03
O: 0.277 -2.235 0.495  -0.12

---

(7)
ORCA calculation (wB97M-V/def2-TZVPD) on a molecular structure, C2H14B2Cl2CrN2O12 at a distorted geometry.

The strongest force on any atom is 4.8 eV/Å. The HOMO energy (spin up / spin down) comes out at -2.71 / -3.33 eV. Its expectation value of S² is 6.011. The molar mass is 402.66 g/mol. For the electronic energy, the calculation gives -3110.6666 a.u. Its total charge is -2. Its multiplicity is 5.

Each line ends with the Löwdin charge.
Element x y z (Å)
Cr: -7.296 -23.231 -22.779  0.81
Cl: -7.924 -20.119 -21.669  0.62
O: -9.122 -19.575 -22.185  -0.33
O: -7.076 -19.162 -21.036  -0.33
O: -8.299 -21.186 -20.807  -0.35
O: -7.251 -20.868 -22.688  -0.42
Cl: -4.465 -22.387 -20.121  0.64
O: -3.749 -21.954 -21.316  -0.42
O: -5.569 -23.191 -20.540  -0.36
O: -3.447 -23.031 -19.285  -0.39
O: -5.004 -21.243 -19.479  -0.34
B: -8.051 -25.026 -21.362  -0.39
H: -8.299 -23.982 -21.251  -0.06
H: -8.939 -25.617 -21.526  -0.04
H: -7.441 -25.161 -22.242  -0.08
H: -7.499 -25.333 -20.487  -0.04
B: -9.532 -23.051 -23.872  -0.39
H: -8.637 -22.756 -24.398  -0.07
H: -9.197 -23.731 -23.104  -0.08
H: -9.826 -22.139 -23.377  -0.05
H: -10.289 -23.349 -24.580  -0.04
C: -6.466 -26.776 -25.587  0.07
N: -7.126 -25.427 -25.497  -0.36
O: -7.029 -24.811 -24.445  -0.02
O: -7.884 -25.044 -26.422  0.06
H: -5.384 -26.644 -25.572  0.10
H: -6.903 -27.092 -26.534  0.09
H: -6.940 -27.262 -24.734  0.11
C: -3.944 -20.956 -24.728  0.05
N: -4.925 -21.950 -25.207  -0.39
O: -4.948 -22.190 -26.375  0.09
O: -5.697 -22.491 -24.408  0.02
H: -4.333 -20.546 -23.796  0.10
H: -3.677 -20.107 -25.357  0.09
H: -2.964 -21.411 -24.583  0.10

---

(8)
ORCA calculation (wB97M-V/def2-TZVPD) on 2 unconnected molecules or ions with the total composition C2H14N10 at a distorted geometry.

The strongest force on any atom is 4.9 eV/Å. The HOMO energy (spin up / spin down) comes out at -14.30 / -14.30 eV. The molar mass is 178.20 g/mol. For the electronic energy, the calculation gives -631.4634 a.u. Its total charge is +2.

Each line ends with the Löwdin charge.
Element x y z (Å)
C: 5.446 -2.346 -9.255  -0.22
C: -2.891 -0.056 3.854  -0.40
N: -3.503 2.327 5.482  0.16
N: -2.312 2.133 5.041  0.07
N: -0.965 1.314 3.327  -0.02
N: 5.955 -2.990 -8.244  0.16
N: 4.448 -2.699 -9.995  0.20
N: -2.332 -0.714 2.779  0.05
N: 0.003 3.138 4.336  0.08
N: -2.105 1.297 4.019  -0.07
N: -0.024 2.069 3.552  -0.04
N: -4.299 0.305 3.654  0.07
H: 6.140 -1.528 -9.704  0.20
H: -2.746 -0.617 4.856  0.19
H: -3.628 3.040 6.228  0.17
H: 6.728 -2.544 -7.655  0.18
H: 5.503 -3.809 -7.692  0.19
H: 3.760 -3.262 -9.494  0.15
H: 4.212 -2.305 -10.872  0.14
H: -1.342 -0.929 2.632  0.10
H: -2.713 -0.279 1.848  0.15
H: 0.991 3.508 4.402  0.15
H: -0.669 3.385 5.027  0.06
H: -4.883 -0.514 3.968  0.13
H: -4.532 0.375 2.725  0.05
H: -4.241 1.702 5.181  0.10

---

(9)
ORCA calculation (wB97M-V/def2-TZVPD) on 4 unconnected molecules or ions with the total composition C2H14N2O3 at a distorted geometry.

The strongest force on any atom is 2.2 eV/Å. The HOMO energy comes out at -9.57 eV. As for the SMILES: CNCN.O.O.O. As for the energy above the lowest of the compared OMol25 structures with the same formula, charge and spin: 61.1 kJ/mol. The molar mass is 114.14 g/mol. For the electronic energy, the calculation gives -419.8167 a.u. Its total charge is 0.

Each line ends with the Löwdin charge.
Element x y z (Å)
C: 1.307 -0.711 2.159  -0.09
N: 1.042 -0.926 0.706  -0.16
C: 1.633 0.177 -0.071  -0.30
N: 1.402 -0.190 -1.487  0.01
H: 0.939 -1.616 2.656  0.08
H: 2.383 -0.777 2.333  0.08
H: 0.775 0.151 2.541  0.08
H: 1.543 -1.764 0.422  0.12
H: 2.707 0.341 0.041  0.11
H: 1.090 1.086 0.209  0.11
H: 0.402 -0.341 -1.595  0.05
H: 1.564 0.626 -2.071  0.07
H: -0.495 -1.439 0.282  0.01
H: -1.919 -1.401 0.791  0.05
O: -1.450 -1.528 -0.046  -0.11
H: -1.711 1.763 -1.440  -0.02
H: -1.187 3.184 -1.483  0.03
O: -1.065 2.329 -1.906  -0.09
H: -3.662 0.600 -1.006  0.06
H: -2.470 -0.238 -0.512  0.00
O: -2.831 0.675 -0.523  -0.08

---

(10)
ORCA calculation (wB97M-V/def2-TZVPD) on 4 unconnected molecules or ions with the total composition C2H14N2O3 at a distorted geometry.

The strongest force on any atom is 3.1 eV/Å. The HOMO energy comes out at -8.56 eV. As for the SMILES: NCCN.O.O.O. As for the energy above the lowest of the compared OMol25 structures with the same formula, charge and spin: 119.3 kJ/mol. The molar mass is 114.14 g/mol. For the electronic energy, the calculation gives -419.7945 a.u. Its total charge is 0.

Each line ends with the Löwdin charge.
Element x y z (Å)
N: -1.186 1.334 -1.208  -0.02
C: -1.291 0.072 -0.470  -0.25
C: 0.026 -0.699 -0.362  -0.29
N: 0.187 -1.451 0.874  0.01
H: -1.716 2.079 -0.775  0.08
H: -1.230 1.313 -2.205  0.07
H: -1.959 -0.595 -1.026  0.10
H: -1.691 0.334 0.505  0.11
H: 0.336 -1.313 -1.208  0.10
H: 0.792 0.106 -0.332  0.09
H: 0.939 -2.107 0.916  0.07
H: -0.082 -0.922 1.669  0.05
H: -0.612 -3.135 -1.001  0.00
H: -0.662 -4.641 -1.323  0.03
O: -0.469 -4.014 -0.634  -0.06
H: 0.658 1.618 2.608  0.03
H: 1.504 2.105 1.376  -0.02
O: 1.501 1.536 2.149  -0.06
H: 1.143 3.280 -1.204  0.04
H: 0.514 2.188 -0.502  -0.01
O: 1.063 2.980 -0.300  -0.09

---

(11)
ORCA calculation (wB97M-V/def2-TZVPD) on 4 unconnected molecules or ions with the total composition C2H14N2O3 at a distorted geometry.

The strongest force on any atom is 1.6 eV/Å. The HOMO energy comes out at -9.66 eV. As for the SMILES: NCCN.O.O.O. As for the energy above the lowest of the compared OMol25 structures with the same formula, charge and spin: 125.2 kJ/mol. The molar mass is 114.14 g/mol. For the electronic energy, the calculation gives -419.7922 a.u. Its total charge is 0.

Each line ends with the Löwdin charge.
Element x y z (Å)
N: -1.064 1.080 0.957  -0.01
C: -0.342 1.561 -0.268  -0.25
C: 0.906 0.725 -0.538  -0.28
N: 1.079 0.189 -1.890  -0.02
H: -1.966 0.693 0.731  0.06
H: -1.089 1.803 1.668  0.05
H: -0.088 2.586 -0.028  0.10
H: -1.050 1.623 -1.093  0.11
H: 1.798 1.271 -0.278  0.10
H: 0.886 -0.113 0.167  0.09
H: 0.413 0.494 -2.581  0.06
H: 1.992 0.331 -2.284  0.06
H: -0.622 -1.839 -2.482  0.04
H: -0.858 -1.054 -1.315  -0.01
O: -1.381 -1.619 -1.906  -0.08
H: -0.954 -4.435 0.066  0.03
H: 0.109 -3.618 0.673  0.03
O: -0.166 -4.545 0.618  -0.07
H: 1.035 1.504 2.488  0.01
H: 0.582 1.385 4.012  0.04
O: 0.778 1.976 3.282  -0.06

---

(12)
ORCA calculation (wB97M-V/def2-TZVPD) on 4 unconnected molecules or ions with the total composition C2H14NO3S at a distorted geometry.

The strongest force on any atom is 2.0 eV/Å. The HOMO energy comes out at -12.56 eV. As for the energy above the lowest of the compared OMol25 structures with the same formula, charge and spin: 42.8 kJ/mol. The molar mass is 132.20 g/mol. For the electronic energy, the calculation gives -763.0215 a.u. Its total charge is +1.

Each line ends with the Löwdin charge.
Element x y z (Å)
C: 0.638 -0.261 -1.236  -0.24
C: -0.426 -0.214 -2.310  -0.50
S: -1.963 -0.747 -1.506  0.77
N: 0.342 0.635 -0.109  0.14
H: 1.596 -0.030 -1.666  0.13
H: 0.668 -1.278 -0.848  0.12
H: -0.178 -0.953 -3.050  0.08
H: -0.504 0.749 -2.789  0.08
H: -2.909 -0.483 -2.418  -0.13
H: 1.101 0.706 0.565  0.11
H: -0.437 0.330 0.489  0.13
H: 0.048 1.595 -0.289  0.14
H: -0.306 -3.336 1.134  0.05
H: -1.635 -3.479 0.536  0.05
O: -0.948 -2.803 0.637  -0.10
H: 1.611 0.568 2.796  0.06
H: 1.183 -0.818 3.022  0.07
O: 1.312 -0.201 2.291  -0.04
H: 1.112 3.334 1.575  0.05
H: -0.511 3.604 1.765  0.06
O: 0.206 3.080 1.409  -0.03

---

Among the records above, which one has the highest total charge?
C2H14N10